(1)
Molecular formula: C3H9N5
Method: DFT, ωB97M-V/def2-TZVPD

The value obtained for the energy above the lowest of the compared OMol25 structures with the same formula, charge and spin is 4.2407 eV. As for the structure (SMILES): [H]/N=C(/N)C(N)=C(N)N. The HOMO energy is -6.49 eV. The value obtained for the total energy is -393.35767 Ha. The charge is 0.

Cartesian coordinates (Å):
H  3.18  -0.11  -0.70
N  2.39  0.36  -1.13
C  1.25  0.01  -0.66
N  0.17  -0.72  -1.47
C  0.44  0.50  0.41
N  0.65  1.70  1.10
C  -0.81  -0.19  0.30
N  -0.98  -1.43  0.91
N  -1.98  0.57  0.32
H  -0.11  -1.69  -1.36
H  0.37  -0.71  -2.47
H  0.77  1.56  2.09
H  1.36  2.29  0.67
H  -1.91  -1.75  1.14
H  -0.12  -1.97  0.96
H  -2.80  0.07  0.00
H  -1.84  1.49  -0.09



(2)
Molecular formula: C3H9N5
Method: DFT, ωB97M-V/def2-TZVPD

The value obtained for the energy above the lowest of the compared OMol25 structures with the same formula, charge and spin is 4.0013 eV. As for the structure (SMILES): [H]/N=C(/N)C(N)/C(N)=N\[H]. The HOMO energy is -8.72 eV. The value obtained for the total energy is -393.36647 Ha. The charge is 0.

Cartesian coordinates (Å):
H  -0.67  -2.23  -0.64
N  -1.51  -1.70  -0.48
C  -1.27  -0.45  -0.12
N  -2.36  0.39  0.05
C  -0.02  0.35  -0.49
N  0.08  1.36  0.47
C  1.22  -0.43  -0.18
N  1.32  -1.05  0.95
N  2.26  -0.04  -0.91
H  2.05  0.80  -1.58
H  -2.03  1.20  0.64
H  -3.49  0.37  -0.40
H  0.18  0.95  -1.48
H  0.67  0.98  1.30
H  0.69  2.24  0.15
H  0.52  -1.43  1.56
H  2.35  -1.31  1.16



(3)
Molecular formula: C3H9NO
Method: DFT, ωB97M-V/def2-TZVPD

The value obtained for the energy above the lowest of the compared OMol25 structures with the same formula, charge and spin is 0.8589 eV. The HOMO energy (alpha / beta) is 0.63 / -4.53 eV. The value obtained for the total energy is -249.60463 Ha. As for the spin multiplicity: 2. The charge is -1.

Cartesian coordinates (Å):
C  0.19  0.68  -1.54
C  1.02  0.05  -0.30
C  2.36  0.20  -0.07
N  0.22  -0.49  0.67
H  -0.47  1.41  -1.00
H  -0.28  -0.18  -2.04
H  0.73  1.10  -2.37
H  2.77  -0.03  0.90
H  2.98  0.88  -0.67
H  -0.80  -0.32  0.65
H  0.54  -1.35  1.13
H  -3.47  -1.15  0.61
H  -2.97  -0.23  1.89
O  -2.75  -0.28  0.97



(4)
Molecular formula: C3H9NO
Method: DFT, ωB97M-V/def2-TZVPD

The value obtained for the energy above the lowest of the compared OMol25 structures with the same formula, charge and spin is 1.6194 eV. As for the structure (SMILES): C=O.CCN. The HOMO energy is -9.33 eV. The value obtained for the total energy is -249.65418 Ha. The charge is 0.

Cartesian coordinates (Å):
C  -5.52  0.28  3.01
O  -5.33  1.13  2.17
H  -4.81  -0.58  3.14
H  -6.40  0.30  3.68
C  -2.14  -3.35  -1.25
C  -0.71  -2.86  -1.11
N  -0.57  -2.09  0.14
H  -2.41  -3.97  -0.38
H  -2.25  -3.96  -2.17
H  -2.83  -2.50  -1.31
H  -0.02  -3.73  -1.04
H  -0.42  -2.28  -2.00
H  0.39  -1.75  0.25
H  -1.17  -1.26  0.10



(5)
Molecular formula: C3H9NO
Method: DFT, ωB97M-V/def2-TZVPD

The value obtained for the energy above the lowest of the compared OMol25 structures with the same formula, charge and spin is 1.7661 eV. As for the structure (SMILES): NCCCO. The HOMO energy is -9.37 eV. The value obtained for the total energy is -249.64879 Ha. The charge is 0.

Cartesian coordinates (Å):
N  -1.79  -0.87  0.05
C  -1.04  0.25  -0.59
C  0.17  0.88  0.10
C  1.17  -0.23  0.56
O  1.79  -0.81  -0.58
H  -2.02  -0.65  0.99
H  -1.26  -1.74  0.14
H  -0.75  -0.18  -1.60
H  -1.85  0.95  -0.86
H  -0.19  1.62  0.90
H  0.70  1.58  -0.68
H  1.93  0.22  1.31
H  0.59  -0.95  1.13
H  2.54  -0.04  -0.87



(6)
Molecular formula: C3H9NO
Method: DFT, ωB97M-V/def2-TZVPD

The value obtained for the energy above the lowest of the compared OMol25 structures with the same formula, charge and spin is 3.3698 eV. As for the structure (SMILES): C=CCN.O. The HOMO energy is -8.80 eV. The value obtained for the total energy is -249.58986 Ha. The charge is 0.

Cartesian coordinates (Å):
C  0.48  -1.62  -1.04
C  0.80  -0.42  -0.88
C  -0.01  0.75  -1.09
N  -0.03  1.58  0.21
H  1.26  -2.23  -1.34
H  -0.59  -2.18  -1.03
H  1.86  0.04  -0.60
H  0.53  1.42  -1.75
H  -0.97  0.49  -1.30
H  0.85  1.94  0.55
H  -0.77  2.18  0.14
O  -0.89  -0.42  2.79
H  -1.73  -0.16  2.45
H  -0.80  -1.38  2.88



(7)
Molecular formula: C3H9NO
Method: DFT, ωB97M-V/def2-TZVPD

The value obtained for the energy above the lowest of the compared OMol25 structures with the same formula, charge and spin is 5.1758 eV. As for the structure (SMILES): C[C@H](N)CO. The HOMO energy is -9.10 eV. The value obtained for the total energy is -249.52349 Ha. The charge is 0.

Cartesian coordinates (Å):
C  -1.07  0.79  -0.98
C  -0.43  -0.30  -0.10
N  -0.83  -0.06  1.29
C  0.98  -0.40  -0.24
O  1.61  -1.06  0.86
H  -2.32  1.01  -0.66
H  -0.50  1.94  -0.61
H  -0.63  0.52  -1.91
H  -0.73  -1.38  -0.33
H  -0.64  0.78  1.29
H  -0.40  -0.77  2.07
H  1.24  -1.00  -1.08
H  1.34  0.77  -0.22
H  2.38  -0.86  0.63



(8)
Molecular formula: C3H9NO
Method: DFT, ωB97M-V/def2-TZVPD

The value obtained for the energy above the lowest of the compared OMol25 structures with the same formula, charge and spin is 1.1011 eV. As for the structure (SMILES): NCCCO. The HOMO energy is -9.24 eV. The value obtained for the total energy is -249.67323 Ha. The charge is 0.

Cartesian coordinates (Å):
N  -1.67  1.54  0.43
C  -1.17  0.20  0.20
C  0.24  0.22  -0.41
C  1.08  -0.99  -0.06
O  1.92  -1.37  -1.16
H  -0.95  2.19  0.74
H  -2.41  1.59  1.14
H  -1.12  -0.45  1.10
H  -1.84  -0.27  -0.50
H  0.73  1.15  -0.08
H  0.19  0.27  -1.50
H  0.45  -1.85  0.17
H  1.70  -0.85  0.83
H  2.85  -1.38  -0.90



(9)
Molecular formula: C3H9NO
Method: DFT, ωB97M-V/def2-TZVPD

The value obtained for the energy above the lowest of the compared OMol25 structures with the same formula, charge and spin is 1.7126 eV. As for the structure (SMILES): C=NCC.O. The HOMO energy is -9.70 eV. The value obtained for the total energy is -249.65076 Ha. The charge is 0.

Cartesian coordinates (Å):
C  -0.91  0.73  1.32
N  0.25  0.28  1.20
C  0.81  -0.47  0.12
C  2.20  0.10  -0.19
H  -1.70  0.67  0.57
H  -1.13  1.17  2.29
H  0.99  -1.48  0.49
H  0.23  -0.58  -0.81
H  2.71  0.03  0.78
H  2.76  -0.48  -0.91
H  2.20  1.16  -0.45
O  -2.05  -0.43  -1.80
H  -1.68  -1.27  -1.51
H  -1.66  0.20  -1.17



(10)
Molecular formula: C3H9NO
Method: DFT, ωB97M-V/def2-TZVPD

The value obtained for the energy above the lowest of the compared OMol25 structures with the same formula, charge and spin is 2.6010 eV. As for the structure (SMILES): C=O.CCN. The HOMO energy is -8.65 eV. The value obtained for the total energy is -249.61811 Ha. The charge is 0.

Cartesian coordinates (Å):
C  -2.50  -0.03  -1.94
O  -2.09  -1.12  -1.86
H  -1.83  0.82  -1.67
H  -3.49  0.35  -2.17
C  1.26  1.08  0.89
C  1.44  -0.45  0.92
N  0.23  -1.21  0.46
H  0.22  1.47  1.15
H  2.08  1.63  1.43
H  1.32  1.44  -0.12
H  2.08  -0.79  0.10
H  1.83  -0.75  1.90
H  -0.31  -1.65  1.11
H  -0.25  -0.79  -0.19



(11)
Molecular formula: C3H9NO2
Method: DFT, ωB97M-V/def2-TZVPD

The value obtained for the energy above the lowest of the compared OMol25 structures with the same formula, charge and spin is 3.3574 eV. As for the structure (SMILES): CC(=O)O.CN. The HOMO energy is -8.64 eV. The value obtained for the total energy is -324.84923 Ha. The charge is 0.

Cartesian coordinates (Å):
C  0.51  1.58  -0.57
C  0.06  0.91  0.68
O  -1.04  1.15  1.30
O  1.08  0.37  1.38
H  1.00  0.85  -1.22
H  1.23  2.35  -0.31
H  -0.34  2.02  -1.08
H  0.75  0.17  2.27
C  -0.89  -1.06  -0.31
N  0.41  -1.56  -0.73
H  -1.50  -0.85  -1.19
H  -1.44  -1.75  0.36
H  -1.21  -0.08  0.50
H  1.05  -1.62  0.06
H  0.33  -2.47  -1.15



(12)
Molecular formula: C3H9NO2
Method: DFT, ωB97M-V/def2-TZVPD

The value obtained for the energy above the lowest of the compared OMol25 structures with the same formula, charge and spin is 2.4432 eV. As for the structure (SMILES): CC(=O)O.CN. The HOMO energy is -9.79 eV. The value obtained for the total energy is -324.88283 Ha. The charge is 0.

Cartesian coordinates (Å):
C  0.57  0.92  -1.08
C  1.95  0.40  -1.35
O  2.37  -0.23  -2.25
O  2.68  0.60  -0.28
H  0.61  2.04  -1.46
H  0.30  0.75  -0.05
H  -0.12  0.32  -1.79
H  3.69  0.07  -0.25
C  -1.96  -0.43  1.69
N  -1.42  -0.75  0.31
H  -3.07  -0.84  1.88
H  -1.97  0.62  1.64
H  -1.17  -0.75  2.44
H  -1.94  -1.49  -0.04
H  -0.53  -1.22  0.57



(13)
Molecular formula: C3H9NO2
Method: DFT, ωB97M-V/def2-TZVPD

The value obtained for the energy above the lowest of the compared OMol25 structures with the same formula, charge and spin is 1.8008 eV. As for the structure (SMILES): CNC(C)=O.O. The HOMO energy is -9.66 eV. The value obtained for the total energy is -324.90644 Ha. The charge is 0.

Cartesian coordinates (Å):
C  0.25  1.35  0.87
N  0.49  1.04  -0.61
C  1.10  -0.16  -0.98
C  0.75  -1.41  -0.21
O  1.87  -0.29  -1.91
H  0.90  2.24  1.18
H  0.80  0.57  1.45
H  -0.73  1.48  1.06
H  1.11  1.86  -0.90
H  0.89  -2.30  -0.87
H  1.59  -1.30  0.40
H  -0.20  -1.28  0.26
O  -3.18  -0.38  -0.16
H  -3.23  -1.32  0.07
H  -2.41  -0.11  0.33



(14)
Molecular formula: C3H9NO2
Method: DFT, ωB97M-V/def2-TZVPD

The value obtained for the energy above the lowest of the compared OMol25 structures with the same formula, charge and spin is 5.2053 eV. The HOMO energy is -8.35 eV. The value obtained for the total energy is -324.78132 Ha. The charge is 0.

Cartesian coordinates (Å):
C  -0.90  -0.42  1.45
C  -0.59  -1.77  1.21
C  -0.17  -2.23  0.02
O  -0.33  2.01  -1.64
N  -0.48  0.54  0.67
H  -1.65  -0.09  2.17
H  0.53  0.51  0.42
H  -0.59  -2.46  2.06
H  -0.21  -1.50  -0.79
H  0.45  -3.11  -0.09
H  2.41  2.34  -0.62
H  -0.94  0.89  -0.21
H  -0.40  1.93  -2.60
H  0.97  1.82  -1.28
O  1.89  1.54  -0.77



(15)
Molecular formula: C3H9NO2
Method: DFT, ωB97M-V/def2-TZVPD

The value obtained for the energy above the lowest of the compared OMol25 structures with the same formula, charge and spin is 5.1964 eV. The HOMO energy (alpha / beta) is -9.02 / -9.02 eV. The value obtained for the total energy is -324.78165 Ha. The charge is 0.

Cartesian coordinates (Å):
C  0.53  -0.40  -0.04
C  -0.92  0.64  0.38
C  -2.06  0.30  -0.54
N  0.96  -1.28  0.93
O  1.20  0.74  -0.21
O  2.83  0.23  -0.43
H  3.15  1.02  -0.88
H  0.24  -0.93  -0.96
H  1.37  -2.14  0.60
H  1.56  -0.82  1.61
H  -0.73  1.71  0.46
H  -1.08  0.29  1.40
H  -3.00  0.70  -0.15
H  -2.17  -0.78  -0.64
H  -1.88  0.73  -1.53



(16)
Molecular formula: C3H9NO2
Method: DFT, ωB97M-V/def2-TZVPD

The value obtained for the energy above the lowest of the compared OMol25 structures with the same formula, charge and spin is 7.0834 eV. The HOMO energy is -7.78 eV. The value obtained for the total energy is -324.71230 Ha. The charge is 0.

Cartesian coordinates (Å):
C  0.02  -0.52  -0.31
C  1.24  -0.98  0.30
C  1.62  -0.62  1.63
N  2.72  -0.84  2.26
O  -2.54  0.43  -1.73
H  0.24  0.19  -1.14
H  -0.60  0.09  0.37
H  -0.55  -1.33  -0.78
H  0.87  -0.11  2.24
H  1.90  -1.64  -0.25
H  -1.68  2.90  -0.20
H  3.34  -1.49  1.78
H  -3.28  0.42  -2.33
H  -1.99  1.33  -1.11
O  -1.30  2.18  -0.73



(17)
Molecular formula: C3H9NO2
Method: DFT, ωB97M-V/def2-TZVPD

The value obtained for the energy above the lowest of the compared OMol25 structures with the same formula, charge and spin is 3.0779 eV. As for the structure (SMILES): CC=O.NCO. The HOMO energy is -9.58 eV. The value obtained for the total energy is -324.85950 Ha. The charge is 0.

Cartesian coordinates (Å):
C  -1.64  1.21  -1.44
C  -2.40  1.54  -0.12
O  -3.39  2.31  -0.25
H  -1.20  2.23  -1.64
H  -2.38  0.94  -2.27
H  -0.94  0.38  -1.47
H  -1.86  1.55  0.86
N  2.45  -1.93  0.80
C  1.68  -0.76  0.88
O  0.20  -0.99  0.42
H  1.95  -2.77  1.09
H  3.33  -1.74  1.28
H  1.70  -0.48  1.91
H  2.27  -0.01  0.35
H  0.22  -1.48  -0.41



(18)
Molecular formula: C3H9NO2
Method: DFT, ωB97M-V/def2-TZVPD

The value obtained for the energy above the lowest of the compared OMol25 structures with the same formula, charge and spin is 0.9956 eV. As for the structure (SMILES): CC(=O)O.CN. The HOMO energy is -9.02 eV. The value obtained for the total energy is -324.93603 Ha. The charge is 0.

Cartesian coordinates (Å):
C  1.36  1.54  -0.21
C  2.15  0.32  0.17
O  2.01  -0.36  1.15
O  3.03  -0.01  -0.81
H  1.77  2.49  0.14
H  0.40  1.49  0.29
H  1.12  1.49  -1.26
H  3.23  -0.96  -0.70
C  -2.67  -0.87  0.44
N  -1.48  -0.95  -0.41
H  -2.67  -1.75  1.09
H  -3.57  -0.92  -0.16
H  -2.67  -0.04  1.15
H  -0.68  -1.40  -0.01
H  -1.33  -0.06  -0.86



(19)
Molecular formula: C3H9NO2
Method: DFT, ωB97M-V/def2-TZVPD

The value obtained for the energy above the lowest of the compared OMol25 structures with the same formula, charge and spin is 1.5049 eV. As for the structure (SMILES): NCCC=O.O. The HOMO energy is -9.72 eV. The value obtained for the total energy is -324.91731 Ha. The charge is 0.

Cartesian coordinates (Å):
N  0.67  -1.03  2.20
C  0.70  -1.32  0.78
C  -0.15  -0.27  0.04
C  -0.22  -0.55  -1.43
O  0.22  0.20  -2.27
H  1.23  -0.23  2.43
H  0.96  -1.84  2.74
H  1.71  -1.30  0.37
H  0.27  -2.31  0.64
H  0.33  0.70  0.17
H  -1.13  -0.25  0.50
H  -0.68  -1.51  -1.76
O  -1.39  3.27  -1.85
H  -1.69  3.83  -1.12
H  -0.83  2.60  -1.44



(20)
Molecular formula: C3H9NO2
Method: DFT, ωB97M-V/def2-TZVPD

The value obtained for the energy above the lowest of the compared OMol25 structures with the same formula, charge and spin is 3.0211 eV. As for the structure (SMILES): C=CN=C.O.O. The HOMO energy is -9.30 eV. The value obtained for the total energy is -324.86159 Ha. The charge is 0.

Cartesian coordinates (Å):
C  -1.51  0.67  0.24
C  -1.39  0.60  1.56
N  -1.74  -0.51  2.35
C  -1.37  -1.66  2.03
H  -1.52  -0.19  -0.42
H  -1.45  1.65  -0.23
H  -0.79  1.32  2.11
H  -1.63  -2.52  2.63
H  -0.75  -1.85  1.14
O  1.26  2.63  1.03
H  0.83  1.79  0.78
H  2.18  2.36  0.92
O  3.10  -1.94  -5.42
H  3.11  -0.99  -5.60
H  3.11  -2.37  -6.28